No. 1
Computed, not measured: a molecular structure, C10H13N2O6Re in a non-equilibrium geometry, with ωB97M-V with the def2-TZVPD basis set.

```
32
Properties=species:S:1:pos:R:3:forces:R:3:nbo_charge:R:1
O 0.266 3.193 -5.110 -0.2 -4.0 2.9 -0.293
C 0.226 2.305 -4.358 0.1 4.3 -2.0 0.594
Re 0.140 0.804 -2.973 0.0 -0.1 0.5 -0.276
O 0.042 2.791 -0.574 0.1 -2.4 -2.4 -0.368
C 0.074 2.036 -1.458 -0.1 3.7 3.5 0.542
C 0.104 -1.217 -2.849 0.0 -6.1 -1.6 0.550
O 0.093 -2.380 -2.975 0.0 5.2 0.9 -0.315
C 2.105 0.720 -2.539 4.6 0.3 -0.1 0.575
O 3.214 0.701 -2.204 -3.7 -0.1 -0.8 -0.350
C -1.865 0.757 -2.840 -4.7 0.4 -0.7 0.580
O -3.014 0.759 -2.688 3.9 -0.1 -0.2 -0.348
H 0.268 0.682 -4.616 0.1 -0.9 -1.0 0.113
C 1.996 -1.616 0.662 0.8 -0.2 0.4 -0.457
N 0.986 -1.113 1.573 0.6 -0.7 0.5 -0.016
C 1.181 -1.345 3.003 0.1 -0.2 -0.1 -0.468
C -0.178 -0.681 0.977 -0.4 -0.9 -2.7 0.661
O -0.324 -0.872 -0.260 0.2 0.5 2.8 -0.305
N -1.200 -0.094 1.675 0.0 1.4 0.5 -0.021
C -1.099 0.460 3.016 -0.3 0.4 0.3 -0.476
C -2.329 0.343 0.904 -1.5 -0.5 0.1 -0.465
H 2.797 -2.066 1.256 -0.2 0.1 -0.3 0.286
H 2.406 -0.799 0.057 -0.1 0.1 0.0 0.290
H 1.554 -2.353 -0.013 0.0 -0.1 -0.1 0.304
H 1.378 -0.419 3.548 0.0 0.2 -0.1 0.305
H 0.315 -1.844 3.437 -0.2 0.0 0.0 0.286
H 2.044 -1.983 3.112 0.2 -0.1 0.1 0.294
H -0.182 1.037 3.176 0.1 -0.2 -0.2 0.286
H -1.941 1.130 3.140 -0.1 0.1 0.1 0.291
H -1.179 -0.314 3.781 0.0 -0.2 0.0 0.307
H -2.100 1.254 0.327 0.2 0.0 0.2 0.303
H -2.633 -0.440 0.202 0.1 0.2 0.0 0.295
H -3.145 0.565 1.608 0.3 0.0 -0.4 0.294
```
Positions in Å, forces in eV/Å.

## Properties
Highest occupied orbital energy (spin up / spin down), eV: -19.8 / -20.0
HOMO-LUMO gap (spin up / spin down), eV: 8.45 / 3.68
Multiplicity: 4
Strongest force on any atom, eV Å⁻¹: 6.333
Charge: +3
Lowest unoccupied orbital energy (spin up / spin down), eV: -11.32 / -16.35
ΔE to the lowest compared entry with this formula, charge and spin, eV: 0.529

---

No. 2
Computed, not measured: a gas-phase ion, C10H13N2S2 (charge +1) in a non-equilibrium geometry, with ωB97M-V with the def2-TZVPD basis set.

```
27
Properties=species:S:1:pos:R:3:forces:R:3:nbo_charge:R:1
C -1.930 1.402 -2.471 -0.7 0.6 0.0 -0.435
N -0.762 0.558 -2.638 1.3 -1.0 3.5 -0.420
C -0.965 -0.686 -3.340 -0.1 -1.2 -0.1 -0.360
S -1.748 -1.940 -2.230 0.0 0.3 -0.3 0.330
C -0.843 -1.435 -0.814 -0.1 -0.2 -0.2 -0.331
C -0.262 -0.202 -0.818 -0.8 0.8 -2.6 0.310
C 0.457 0.415 0.133 0.2 0.4 0.3 -0.332
S 1.228 1.980 0.212 0.0 -0.1 0.0 0.307
C 1.856 1.610 1.894 0.3 0.5 0.0 -0.299
N 1.377 0.300 2.255 0.2 0.1 -0.1 -0.421
C 1.566 -0.139 3.614 -0.1 -0.1 0.1 -0.407
C 0.622 -0.340 1.332 -0.4 -0.1 -0.6 0.293
C 0.033 -1.600 1.428 0.1 0.2 0.2 -0.277
C -0.680 -2.148 0.375 0.0 0.3 -0.5 -0.157
H -2.216 1.844 -3.429 0.1 -0.1 0.0 0.227
H -2.761 0.804 -2.096 0.1 0.0 0.0 0.239
H -1.717 2.202 -1.765 0.0 0.0 0.0 0.236
H 0.068 1.075 -2.918 -0.1 -0.1 -0.2 0.433
H -1.653 -0.576 -4.182 0.1 0.1 0.0 0.248
H -0.012 -1.092 -3.682 0.0 0.2 0.0 0.244
H 1.496 2.383 2.585 0.1 -0.1 -0.1 0.217
H 2.954 1.639 1.864 -0.2 0.0 0.1 0.217
H 0.756 0.207 4.262 0.0 0.0 0.0 0.207
H 1.615 -1.225 3.648 0.0 0.0 0.1 0.219
H 2.509 0.257 3.988 0.0 0.0 0.0 0.223
H 0.130 -2.167 2.336 0.0 -0.1 0.2 0.240
H -1.118 -3.128 0.457 -0.1 -0.2 0.1 0.246
```
Positions in Å, forces in eV/Å.

## Properties
SMILES: CNCSC1=C=C2SC[N+](C)=C2C=C1
Highest occupied orbital energy, eV: -10.7
HOMO-LUMO gap, eV: 6.68
Strongest force on any atom, eV Å⁻¹: 3.847
Charge: +1
Lowest unoccupied orbital energy, eV: -4.05
ΔE to the lowest compared entry with this formula, charge and spin, eV: 0.000

---

No. 3
Computed, not measured: C10H13N3 in the gas phase in a non-equilibrium geometry, with ωB97M-V with the def2-TZVPD basis set.

```
26
Properties=species:S:1:pos:R:3:forces:R:3:nbo_charge:R:1
C 2.377 -2.248 -2.095 2.4 1.5 0.8 -0.225
C 3.305 -1.139 -2.196 -1.8 -1.6 0.0 0.018
N 2.831 0.090 -1.859 3.5 0.1 1.1 -0.429
C 1.870 0.392 -0.950 -0.2 -0.5 -4.2 -0.034
C 1.001 -0.706 -0.718 -2.5 2.1 0.6 0.120
N -0.363 -0.324 -0.186 2.1 -3.5 1.9 -0.437
C -0.780 -1.192 1.119 -1.4 1.0 -0.1 -0.259
C -1.041 0.265 1.841 -0.9 -2.6 3.7 -0.276
C -2.477 0.795 1.527 -3.4 -3.9 -0.1 -0.223
N -2.280 2.195 1.571 3.3 -0.7 -2.8 -0.639
C -1.270 2.130 0.328 -0.5 -3.2 1.5 -0.246
C -0.330 0.775 0.732 3.5 7.7 -2.5 -0.061
C 1.289 -1.950 -1.281 -1.7 -2.2 -1.6 -0.254
H 2.597 -3.269 -2.582 -0.6 1.8 1.0 0.229
H 4.344 -1.452 -2.588 -1.6 1.8 0.1 0.202
H 1.613 1.553 -1.006 0.4 -2.9 0.8 0.231
H -1.918 -1.410 0.917 2.6 -1.4 0.4 0.232
H 0.099 -1.930 1.535 -2.7 1.7 -1.1 0.244
H -0.782 0.547 2.994 -0.3 -1.0 -3.0 0.245
H -2.703 0.459 0.340 0.1 0.3 3.1 0.160
H -3.390 0.239 2.228 2.6 1.9 -1.7 0.202
H -2.998 2.840 1.366 -1.3 0.2 -0.3 0.378
H -1.610 1.909 -0.697 -1.0 0.1 0.6 0.189
H -0.745 2.982 0.296 2.2 3.2 0.1 0.182
H 0.793 1.253 0.793 -2.7 -1.4 0.7 0.217
H 0.567 -2.805 -1.432 0.0 1.4 1.3 0.232
```
Positions in Å, forces in eV/Å.

## Properties
SMILES: c1cncc(N2C[C@@H]3CNC[C@@H]32)c1
Highest occupied orbital energy, eV: -8.4
HOMO-LUMO gap, eV: 9.21
Strongest force on any atom, eV Å⁻¹: 8.795
Lowest unoccupied orbital energy, eV: 0.79
ΔE to the lowest compared entry with this formula, charge and spin, eV: 7.383

---

No. 4
Computed, not measured: 2 unconnected molecules or ions with the total composition C10H13N3O in a non-equilibrium geometry, with ωB97M-V with the def2-TZVPD basis set.

```
27
Properties=species:S:1:pos:R:3:forces:R:3:nbo_charge:R:1
C 2.295 -0.309 -1.436 -0.2 0.8 -2.0 -0.480
C -1.321 -0.701 1.209 0.9 -1.5 -0.9 -0.264
C -0.907 -0.131 -1.042 2.0 -2.1 -2.3 -0.283
C 1.682 -1.502 -1.096 1.5 -0.7 0.7 -0.067
C -1.118 0.564 1.534 -0.4 2.1 -0.2 0.042
C -0.776 1.167 -0.675 -0.6 1.3 -2.4 0.091
C 2.226 0.545 -0.306 -1.2 -3.9 0.5 0.557
C -0.955 -1.169 -0.085 -2.0 0.8 -0.3 0.184
C -1.205 -2.598 -0.492 0.0 1.1 1.0 -0.670
C -0.612 2.945 0.997 -0.4 -1.8 1.2 -0.396
N 1.752 -0.341 0.671 0.7 -0.4 -2.7 -0.456
N -0.880 1.518 0.605 0.6 1.5 0.2 -0.314
N 1.368 -1.559 0.219 -0.1 0.1 -0.2 -0.354
O 2.389 1.699 -0.058 0.8 4.1 0.4 -0.715
H 2.578 0.134 -2.408 -0.1 -0.9 0.5 0.221
H -1.659 -1.352 1.964 -0.1 -0.9 0.7 0.228
H -0.601 -0.493 -2.117 -1.1 1.2 2.0 0.255
H 1.696 -2.469 -1.603 -0.4 0.5 -0.3 0.205
H -1.286 0.980 2.489 -0.1 0.1 1.1 0.214
H -0.769 1.983 -1.495 0.4 -1.3 1.8 0.239
H -0.228 -2.962 -0.239 0.3 -1.3 -0.4 0.276
H -1.527 -2.683 -1.522 0.3 -0.2 -0.1 0.224
H -1.944 -3.029 0.184 0.0 -0.2 -0.1 0.215
H 0.439 3.017 1.332 -0.7 0.2 0.0 0.257
H -0.782 3.503 0.134 0.1 1.0 -1.5 0.213
H -1.411 3.255 1.700 0.9 -0.2 0.0 0.207
H 1.553 -0.011 1.536 -0.8 0.7 3.2 0.372
```
Positions in Å, forces in eV/Å.

## Properties
Highest occupied orbital energy (spin up / spin down), eV: -6.6 / -6.6
HOMO-LUMO gap (spin up / spin down), eV: 6.56 / 6.56
Strongest force on any atom, eV Å⁻¹: 4.164
Lowest unoccupied orbital energy (spin up / spin down), eV: -0.03 / -0.03
ΔE to the lowest compared entry with this formula, charge and spin, eV: 1.283

---

No. 5
Computed, not measured: 2 unconnected molecules or ions with the total composition C10H13N4O in a non-equilibrium geometry, with ωB97M-V with the def2-TZVPD basis set.

```
28
Properties=species:S:1:pos:R:3:forces:R:3:nbo_charge:R:1
C 0.939 0.455 -0.468 -0.5 -0.2 -0.7 -0.044
C 0.126 1.476 0.004 0.6 1.9 -0.1 0.040
C -1.011 1.287 0.766 0.3 0.0 0.1 0.006
C -1.479 -0.040 0.977 0.8 -2.0 1.0 0.260
C -0.692 -1.121 0.414 1.2 4.4 -0.5 -0.013
C 0.489 -0.808 -0.293 0.2 -2.8 -0.3 0.164
C 2.406 -3.493 -1.706 3.6 -2.2 -2.6 0.033
C 0.628 2.861 -0.273 -0.1 0.3 -0.9 -0.649
C -1.765 2.452 1.312 -1.8 0.4 1.2 -0.692
C -2.611 -0.353 1.887 -0.8 0.3 -0.2 -0.709
N -0.836 -2.412 0.413 -1.6 -2.4 0.8 -0.120
N 0.061 -3.003 -0.206 2.0 -1.3 -1.6 0.001
N 1.019 -2.034 -0.743 -4.8 1.2 3.5 -0.007
N 1.999 -2.340 -1.527 0.5 0.5 -0.3 -0.103
O 2.830 -0.875 -2.517 0.7 1.7 -1.0 -0.639
H 1.763 0.547 -1.120 1.1 0.8 -0.4 0.271
H 3.305 -3.719 -2.434 -1.9 1.2 1.2 0.209
H 2.133 -4.419 -1.308 -1.2 -1.0 1.4 0.210
H 1.362 2.903 -1.148 -1.2 0.1 1.3 0.249
H -0.220 3.560 -0.346 0.5 -0.2 -0.7 0.239
H 1.088 3.188 0.638 0.9 0.3 0.5 0.247
H -2.166 2.443 2.368 0.8 -0.8 -0.9 0.260
H -1.399 3.461 1.245 1.0 0.0 -0.3 0.256
H -2.679 2.534 0.737 -0.6 -0.1 -0.3 0.255
H -3.232 0.577 1.956 -0.2 -1.3 -0.4 0.256
H -3.084 -1.343 1.650 0.0 1.2 -0.2 0.280
H -2.359 -0.510 2.942 0.8 0.1 -0.1 0.289
H 3.386 -1.275 -3.219 -0.4 -0.1 0.4 0.452
```
Positions in Å, forces in eV/Å.

## Properties
Highest occupied orbital energy (spin up / spin down), eV: -13.4 / -12.7
HOMO-LUMO gap (spin up / spin down), eV: 8.96 / 5.10
Strongest force on any atom, eV Å⁻¹: 6.056
Charge: +1
Lowest unoccupied orbital energy (spin up / spin down), eV: -4.41 / -7.63
ΔE to the lowest compared entry with this formula, charge and spin, eV: 7.457

---

No. 6
Computed, not measured: a molecular structure, C10H13N4SSe3TeTi in a non-equilibrium geometry, with ωB97M-V with the def2-TZVPD basis set.

```
33
Properties=species:S:1:pos:R:3:forces:R:3:nbo_charge:R:1
Ti 1.537 -1.048 -0.310 1.3 -0.7 -0.9 0.553
C -2.094 1.088 -4.001 -0.1 -0.1 0.0 -0.624
C -1.448 2.277 -3.301 0.2 -0.1 0.0 -0.217
N -0.014 2.091 -3.087 0.0 -0.1 0.0 -0.614
C 0.420 1.288 -2.045 0.0 0.4 -0.1 0.292
S 1.972 0.517 -2.184 -0.5 0.2 0.0 -0.186
N -0.349 1.219 -1.006 0.3 -0.5 0.3 -0.441
N 0.183 0.380 -0.033 -1.0 0.8 0.2 -0.359
C -0.474 0.367 1.127 0.0 0.1 -0.2 0.192
C -1.682 1.204 1.389 -0.1 0.0 0.1 -0.668
C 0.076 -0.486 2.110 0.0 0.1 0.0 0.126
C -0.396 -0.549 3.435 -0.1 0.0 0.1 -0.230
C 0.256 -1.328 4.348 0.0 0.0 0.1 -0.183
C 1.398 -2.045 3.945 0.0 0.0 0.1 -0.312
C 1.810 -1.953 2.643 -0.2 0.1 -0.2 0.087
N 1.167 -1.212 1.713 -0.3 0.1 0.8 -0.541
H -3.160 1.269 -4.181 0.1 0.0 0.0 0.197
H -1.989 0.188 -3.389 0.0 0.1 0.0 0.232
H -1.615 0.897 -4.966 0.0 0.0 0.0 0.195
H -1.895 2.417 -2.322 0.0 0.1 0.1 0.220
H -1.601 3.195 -3.868 0.1 0.0 -0.1 0.179
H 0.531 1.936 -3.919 0.0 0.0 -0.1 0.382
H -1.856 1.861 0.545 0.0 0.0 0.0 0.258
H -1.555 1.809 2.290 0.0 0.0 0.0 0.209
H -2.566 0.575 1.531 0.0 0.0 0.0 0.219
H -1.272 0.025 3.711 0.1 0.0 0.0 0.212
H -0.099 -1.384 5.372 0.0 0.0 -0.1 0.204
H 1.954 -2.666 4.635 0.0 0.0 0.0 0.214
H 2.676 -2.484 2.291 0.2 -0.1 -0.1 0.236
Se 4.105 -0.716 0.457 -0.1 -0.1 0.1 -0.365
Se 3.674 -2.135 -1.328 0.3 -0.1 -0.4 0.018
Te 2.420 -4.084 -0.366 -0.1 0.1 0.1 -0.057
Se -0.113 -2.512 -1.239 0.1 -0.1 0.1 -0.429
```
Positions in Å, forces in eV/Å.

## Properties
Highest occupied orbital energy (spin up / spin down), eV: -3.0 / -4.1
HOMO-LUMO gap (spin up / spin down), eV: 5.60 / 6.15
Multiplicity: 3
Strongest force on any atom, eV Å⁻¹: 1.696
Charge: -1
Lowest unoccupied orbital energy (spin up / spin down), eV: 2.58 / 2.06

---

No. 7
Computed, not measured: 2 unconnected molecules or ions with the total composition C10H13NO in a non-equilibrium geometry, with ωB97M-V with the def2-TZVPD basis set.

```
25
Properties=species:S:1:pos:R:3:forces:R:3:nbo_charge:R:1
C -3.157 -0.355 2.521 -0.3 -0.2 0.2 -0.625
C -2.143 0.268 1.627 0.1 0.3 0.2 -0.086
C -2.257 1.469 0.994 0.1 -0.5 -0.5 -0.034
N -1.097 1.743 0.291 0.0 0.7 -0.1 -0.527
C -0.185 0.752 0.510 -0.2 -0.7 0.9 0.149
C 1.147 0.582 0.144 -0.4 0.3 -0.4 -0.252
C 1.739 -0.613 0.477 0.8 -0.2 -0.1 -0.209
C 1.153 -1.580 1.307 -0.4 1.0 -0.6 -0.246
C -0.153 -1.379 1.690 0.4 -0.7 0.7 -0.179
C -0.822 -0.214 1.336 -0.2 0.2 -0.4 -0.102
H -2.752 -0.675 3.490 0.1 0.2 -0.2 0.217
H -3.617 -1.249 2.096 0.0 0.0 -0.2 0.214
H -3.954 0.359 2.722 -0.1 0.0 0.0 0.217
H -3.125 2.082 0.839 -0.1 0.2 0.3 0.209
H -0.929 2.606 -0.206 0.0 -0.3 0.1 0.410
H 1.679 1.379 -0.365 0.0 -0.3 -0.3 0.215
H 2.692 -0.842 0.030 0.5 0.2 0.3 0.206
H 1.736 -2.406 1.668 0.0 -0.4 -0.2 0.214
H -0.595 -2.164 2.290 -0.4 0.2 0.2 0.209
C 2.577 -0.267 -3.733 -0.7 0.6 0.5 -0.247
O 2.635 1.010 -4.368 -0.3 0.2 -0.2 -0.732
H 3.239 -0.955 -4.243 0.0 -0.3 -0.1 0.172
H 1.540 -0.628 -3.675 0.3 -0.2 -0.3 0.170
H 2.878 -0.145 -2.688 0.3 -0.1 -0.1 0.170
H 1.773 1.222 -4.754 0.4 -0.2 0.2 0.468
```
Positions in Å, forces in eV/Å.

## Properties
SMILES: Cc1c[nH]c2ccccc12.CO
Highest occupied orbital energy, eV: -7.9
HOMO-LUMO gap, eV: 8.64
Strongest force on any atom, eV Å⁻¹: 1.213
Lowest unoccupied orbital energy, eV: 0.78
ΔE to the lowest compared entry with this formula, charge and spin, eV: 0.412

---

No. 8
Computed, not measured: 2 unconnected molecules or ions with the total composition C10H13O2, with ωB97M-V with the def2-TZVPD basis set.

```
25
Properties=species:S:1:pos:R:3:forces:R:3:nbo_charge:R:1
C 0.017 -1.724 -2.170 0.2 0.3 0.4 -0.514
C 1.181 -2.614 -1.735 0.0 0.3 0.5 -0.601
C -1.335 -2.377 -1.763 0.1 0.3 -0.6 0.765
O -1.492 -2.554 -0.532 -0.1 -0.1 0.1 -0.808
O -2.111 -2.651 -2.700 -0.1 -0.1 0.1 -0.773
H 0.092 -0.759 -1.649 0.0 -0.1 0.0 0.187
H 0.068 -1.483 -3.232 -0.2 -0.3 -0.1 0.189
H 1.209 -2.682 -0.647 -0.2 0.0 0.1 0.207
H 2.171 -2.226 -2.005 -0.1 -0.2 -0.4 0.177
H 1.015 -3.628 -2.084 0.3 -0.2 -0.3 0.198
C -0.805 3.348 0.254 0.0 0.4 0.6 -0.622
C -0.841 0.888 0.619 0.3 -0.7 -0.2 -0.205
C -0.320 2.121 0.981 -0.3 0.2 -0.2 -0.041
C -0.331 -0.299 1.144 -0.1 0.3 0.0 -0.208
C 0.649 2.177 1.973 0.2 0.0 0.1 -0.230
C 0.654 -0.214 2.113 0.6 -0.2 0.2 -0.231
C 1.157 1.013 2.532 -0.5 -0.1 -0.2 -0.223
H -1.594 0.803 -0.158 0.0 0.1 0.0 0.217
H -0.653 -1.265 0.740 -0.2 0.2 0.1 0.298
H -0.645 3.276 -0.814 -0.2 -0.2 -0.3 0.217
H -0.289 4.251 0.569 0.2 0.1 0.2 0.199
H 1.034 3.128 2.318 0.0 0.2 -0.2 0.191
H 1.088 -1.126 2.508 -0.1 0.0 0.0 0.201
H 1.941 1.073 3.271 0.1 -0.1 0.1 0.196
H -1.859 3.524 0.467 -0.2 -0.1 -0.2 0.211
```
Positions in Å, forces in eV/Å.

## Properties
Highest occupied orbital energy, eV: -4.1
HOMO-LUMO gap, eV: 7.33
Strongest force on any atom, eV Å⁻¹: 0.791
Charge: -1
Lowest unoccupied orbital energy, eV: 3.21
ΔE to the lowest compared entry with this formula, charge and spin, eV: 0.000

---

- Among the records above, which one has the lowest strongest force on any atom?
  C10H13O2